1.
Density functional theory data (ωB97M-V with the def2-TZVPD basis set) for a cluster of 3 separate species, C17H36BrO4 in total at a distorted geometry.

Summary:
Total charge   -1
Highest occupied orbital energy   -1.41 eV
Total energy   -96442.679 eV
Gap between HOMO and LUMO   0.143 hartree
F_max   1.1 eV/A

```
58
Properties=species:S:1:pos:R:3:forces:R:3:nbo_charge:R:1
O -3.61185 1.80899 0.32811 -0.03 -0.39 -0.63 -0.591
C -3.16667 1.20813 -0.61830 -0.40 0.23 0.95 0.658
O -3.48825 1.51711 -1.88270 0.27 0.36 0.10 -0.529
C -2.46122 1.37279 -2.87713 0.07 -0.42 -0.69 -0.073
C -1.76856 2.69094 -3.18612 -0.60 0.11 0.47 -0.415
C -1.01841 3.25990 -1.98371 0.67 0.21 -0.37 -0.407
C 0.26388 2.45226 -1.67420 -0.33 -0.13 0.66 -0.432
C 0.29971 1.99094 -0.21222 -0.06 -0.20 -0.43 -0.678
C 1.17486 0.73438 0.00903 -0.08 0.67 0.27 -0.419
C 2.39248 0.60390 -0.91126 0.24 -0.77 0.36 -0.439
C 3.04875 -0.78523 -0.75319 -0.38 0.22 0.24 -0.374
Br 3.15852 -1.77029 -2.45521 0.12 0.07 0.00 -0.100
H -2.55617 0.30475 -0.48200 0.28 0.11 -0.32 0.114
H -2.97998 1.01981 -3.77391 0.02 -0.04 0.10 0.174
H -1.73404 0.60184 -2.59774 -0.07 0.08 0.27 0.187
H -2.55092 3.38569 -3.51916 0.10 -0.01 -0.06 0.192
H -1.08453 2.51523 -4.02118 -0.02 0.04 0.00 0.202
H -0.73646 4.29243 -2.22257 -0.13 -0.02 0.05 0.192
H -1.66379 3.32361 -1.10545 0.02 -0.09 0.00 0.213
H 0.28390 1.60366 -2.40008 0.12 0.07 -0.17 0.105
H 1.13395 3.08459 -1.89356 0.05 -0.18 -0.28 0.174
H -0.73703 1.68881 0.01367 0.11 0.12 0.27 0.119
H 0.58747 -0.20629 -0.02500 0.08 -0.10 -0.29 0.136
H 1.58576 0.77801 1.02983 -0.11 -0.29 0.03 0.177
H 2.13398 0.73321 -1.95878 0.04 0.27 0.04 0.213
H 3.14618 1.33256 -0.60054 -0.14 0.27 -0.35 0.200
H 4.05487 -0.74606 -0.34271 0.05 -0.10 -0.20 0.200
H 2.43531 -1.42940 -0.12543 0.09 0.01 -0.04 0.210
C -5.76989 2.05219 2.82149 -0.09 -0.03 0.14 -0.648
C -5.08542 3.40385 2.89810 0.04 -0.06 -0.09 -0.071
O -5.89082 4.42244 3.48807 0.00 0.07 -0.03 -0.539
C -6.28786 4.19186 4.82094 -0.04 -0.01 0.04 -0.059
C -5.13179 4.05873 5.80000 0.05 -0.04 -0.04 -0.644
H -6.73072 2.14063 2.31054 0.02 0.00 -0.04 0.202
H -5.13903 1.35937 2.26768 0.02 0.05 -0.05 0.245
H -5.95593 1.62509 3.81036 0.04 0.00 0.00 0.186
H -4.86148 3.75402 1.89296 -0.02 0.03 0.00 0.210
H -4.12641 3.32294 3.41858 -0.01 -0.02 0.03 0.164
H -6.94135 3.31244 4.88444 0.03 -0.02 0.02 0.153
H -6.89654 5.05644 5.09274 0.00 0.01 -0.03 0.175
H -4.53496 3.16718 5.60578 -0.02 -0.02 0.02 0.209
H -5.51213 3.98917 6.82086 -0.01 0.02 0.00 0.203
H -4.47196 4.92431 5.72880 -0.01 0.02 0.01 0.212
C 7.47304 -5.79043 -0.57418 -0.02 0.06 -0.07 -0.644
C 6.12664 -6.44205 -0.30178 0.05 -0.05 0.03 -0.061
O 5.02192 -5.58666 -0.50065 -0.05 0.01 0.04 -0.533
C 4.86302 -5.07444 -1.81589 -0.03 -0.04 -0.09 -0.075
C 4.65998 -6.15042 -2.86981 0.10 -0.09 0.06 -0.644
H 7.57462 -4.87167 0.00471 0.01 -0.01 0.03 0.214
H 8.28066 -6.47065 -0.29917 -0.01 -0.01 0.02 0.207
H 7.59746 -5.53668 -1.62774 0.01 -0.03 -0.01 0.203
H 6.07230 -6.73911 0.74651 -0.03 0.02 0.01 0.182
H 6.02021 -7.35863 -0.89555 0.02 0.02 -0.03 0.153
H 5.70728 -4.42896 -2.08133 0.01 -0.01 -0.01 0.159
H 3.98504 -4.43378 -1.77966 0.03 -0.01 0.11 0.213
H 5.54397 -6.77915 -2.99615 0.01 0.03 -0.04 0.193
H 4.44318 -5.68654 -3.83254 -0.03 0.02 0.01 0.217
H 3.82523 -6.79778 -2.59658 -0.03 0.03 -0.02 0.209
```
Forces are in eV/Å.

---

2.
Density functional theory data (ωB97M-V with the def2-TZVPD basis set) for a structure of composition C17H36CeN3O3P at a distorted geometry.

Summary:
Total charge   +4
Highest occupied orbital energy (alpha / beta)   -21.10 / -21.10 eV
Total energy   -50995.406 eV
Gap between HOMO and LUMO (alpha / beta)   0.158 / 0.158 hartree
F_max   8.4 eV/A

```
61
Properties=species:S:1:pos:R:3:forces:R:3:mulliken_charge:R:1
Ce -0.05489 0.76297 0.65733 -0.94 1.59 3.67 0.390
C 0.44346 -1.57028 0.79516 0.56 -8.41 0.26 0.481
O 0.51924 -2.74168 0.81556 -0.35 6.48 -0.01 -0.070
C -0.80429 -0.56149 -1.16750 -2.68 -5.35 -5.44 0.443
O -1.18639 -1.33134 -1.96171 1.88 4.17 4.00 -0.079
C -0.41917 2.03891 -1.44110 -2.51 4.10 -6.43 0.368
O -0.80320 2.62752 -2.37295 2.07 -3.17 5.04 -0.065
C 2.74190 -2.03375 -1.50721 -0.99 -1.26 0.27 0.526
P 2.11362 -0.34306 -1.10181 2.90 0.09 -0.61 0.580
H 4.15863 0.70101 -0.35906 -0.36 -0.07 0.09 0.777
H 2.80234 -2.53725 -0.53088 0.02 0.14 -0.18 0.522
C 2.70644 0.65923 -2.55221 -1.01 0.88 -0.36 0.035
H 3.72382 0.29475 -2.75647 -0.26 -0.17 0.39 0.643
C 4.13369 -2.02470 -2.14248 0.42 0.57 -0.19 -1.816
H 4.85917 -1.40929 -1.59563 -0.07 -0.18 -0.17 0.446
H 4.09657 -1.67252 -3.18221 0.02 -0.20 0.25 0.397
H 4.52251 -3.05363 -2.16252 -0.25 0.21 0.12 0.452
C 1.76699 -2.83962 -2.37252 -0.03 -0.28 -0.17 -1.366
H 1.71836 -2.46207 -3.40069 0.01 -0.24 0.30 0.302
C 2.63021 1.31797 1.05043 0.56 0.10 0.07 -1.100
H 0.75289 -2.86275 -1.96423 0.12 -0.15 -0.06 0.312
H 2.13143 -3.87685 -2.40853 -0.18 0.30 -0.08 0.468
C 3.88895 -0.88512 1.08368 0.00 0.25 0.13 -1.486
H 2.00716 0.86262 1.86016 0.31 0.07 0.08 -0.018
H 3.36905 1.91462 1.60445 -0.26 -0.09 0.01 0.737
H 2.05957 2.07701 0.46257 0.14 -0.01 0.01 0.220
C 3.32835 0.23599 0.19723 -0.59 -0.01 0.47 0.119
H 4.40520 -0.43613 1.94167 -0.04 -0.15 -0.14 0.455
H 4.61432 -1.49548 0.53990 -0.16 0.08 0.18 0.386
H 3.09882 -1.54096 1.46995 0.15 0.05 0.08 0.329
C 2.79806 2.15498 -2.24065 0.15 -0.05 0.01 -1.192
H 1.82243 2.57510 -1.96416 0.18 0.12 -0.10 0.140
H 3.13163 2.68070 -3.14663 -0.09 -0.06 0.28 0.496
H 3.51724 2.37513 -1.44147 -0.16 0.10 -0.27 0.323
C 1.81159 0.36942 -3.75568 0.13 -0.01 -0.39 -1.280
H 0.75603 0.56951 -3.53870 0.05 0.01 -0.11 0.237
H 1.90245 -0.66599 -4.10041 -0.05 0.34 0.02 0.175
H 2.10483 1.02256 -4.58821 -0.10 -0.18 0.14 0.508
H 2.77311 1.61407 3.97104 -0.32 -0.01 0.14 0.128
H 2.03349 1.59137 4.11074 0.29 0.02 0.00 -0.046
C -2.60152 -0.71063 4.79995 0.46 0.00 0.21 -1.239
N -3.46550 -0.03840 3.83104 1.03 0.02 -1.69 0.118
C -4.87781 -0.40930 3.91261 -1.05 0.05 0.02 -1.102
C -2.91931 0.46176 2.68684 -2.65 0.04 1.43 0.667
N -1.64328 0.18641 2.37842 2.50 0.15 -1.80 -0.202
N -3.67553 1.23557 1.86223 1.69 -0.26 -0.36 0.020
C -4.71666 2.11472 2.38038 -0.99 0.68 0.07 -1.179
C -3.10913 1.64889 0.57465 -0.31 -0.43 0.77 -1.058
H -3.15350 -0.81195 5.73531 0.14 0.00 -0.09 0.374
H -1.70062 -0.11113 4.99024 -0.30 -0.08 0.17 0.491
H -2.30205 -1.71319 4.45476 -0.25 0.12 0.12 0.434
H -5.36908 0.08914 4.75996 0.19 -0.03 -0.22 0.396
H -5.39996 -0.14533 2.98712 0.13 -0.19 0.34 0.396
H -4.98724 -1.49145 4.07608 0.31 0.25 -0.08 0.414
H -1.26959 -0.45269 3.08866 0.06 0.18 -0.13 0.187
H -4.46385 3.16299 2.16491 0.10 -0.27 0.16 0.438
H -5.66792 1.91135 1.87281 0.14 -0.04 0.22 0.404
H -4.84089 1.98866 3.46023 0.10 0.13 -0.39 0.409
H -2.28532 2.39148 0.70679 -0.12 0.12 0.03 0.162
H -2.76096 0.76395 0.00515 -0.19 0.05 -0.03 0.467
H -3.90937 2.13605 -0.00138 0.45 -0.12 -0.04 0.527
```
Forces are in eV/Å.

---

3.
Density functional theory data (ωB97M-V with the def2-TZVPD basis set) for a cluster of 7 separate species, C17H36ClN2O10P in total at a distorted geometry.

Summary:
Total charge   0
Highest occupied orbital energy   -8.73 eV
Total energy   -63475.647 eV
Gap between HOMO and LUMO   0.295 hartree
F_max   2.9 eV/A

```
67
Properties=species:S:1:pos:R:3:forces:R:3:nbo_charge:R:1
C 3.75305 -2.56447 1.82634 0.01 0.31 -0.20 -0.638
C 2.87707 -1.28935 2.23404 0.58 -2.36 -0.54 -0.083
O 2.36747 -0.74106 0.99998 0.41 1.37 1.12 -0.558
C 2.26435 0.67840 1.01388 1.13 1.16 -0.81 0.077
N 0.85761 1.16607 0.90598 0.20 -1.09 -0.43 -0.539
C 0.35404 0.55344 -0.32396 -0.85 -0.43 0.50 0.721
O 0.66729 0.98629 -1.40425 -0.12 -0.74 0.28 -0.563
C -0.59841 -0.59845 0.06500 -0.56 0.43 1.73 -0.211
C -1.17983 -1.67937 -0.71637 -0.28 0.41 2.07 0.231
N -0.85101 -1.80886 -2.10332 0.92 -0.24 2.08 -0.767
C -2.07495 -2.60695 0.01544 0.69 1.54 1.06 -0.234
C -2.36869 -2.41319 1.44155 1.73 1.35 -1.93 -0.164
C -1.74353 -1.29645 2.18759 0.08 -1.36 -0.86 -0.426
P -2.12389 -1.04265 4.01239 -1.15 1.55 0.22 1.117
O -3.48961 -1.99111 4.36902 2.54 -0.38 -1.01 -0.944
Cl -0.46607 -1.85552 5.04522 -0.59 -0.44 -0.67 -0.338
C -0.83951 -0.39136 1.50529 -1.41 -1.82 -1.42 -0.010
C -0.01773 0.82638 2.00267 -0.04 -0.93 -1.01 0.676
O -0.04912 1.44162 3.02834 -0.07 -0.69 -0.14 -0.491
H 4.83336 -2.39989 2.09813 -1.11 -0.36 -0.01 0.205
H 3.34948 -3.50510 2.28452 0.63 0.92 -0.32 0.232
H 3.75716 -2.70575 0.70740 -0.26 0.26 1.12 0.220
H 2.01476 -1.68104 2.83206 0.71 0.77 -0.13 0.189
H 3.55851 -0.60696 2.79746 -0.98 -0.15 -0.46 0.181
H 2.81789 1.17005 1.86063 -0.92 -0.66 -0.48 0.201
H 2.77309 1.04985 0.07801 -0.65 -0.34 0.86 0.203
H -0.36580 -2.71447 -2.18563 -0.64 0.28 -0.48 0.381
H -0.09420 -1.12642 -2.25384 -0.66 -0.17 -0.55 0.392
H -2.52644 -3.45518 -0.54982 0.39 0.81 0.59 0.232
H -3.06568 -3.13648 1.93183 0.76 0.86 -0.43 0.222
H -3.24837 -2.91333 4.14868 -0.59 0.16 0.27 0.476
C 4.80337 -6.58718 0.77178 0.28 0.19 0.02 -0.247
O 5.11899 -5.63596 1.78034 -0.01 -0.01 0.03 -0.721
H 3.83850 -7.03421 1.00503 0.05 0.08 0.06 0.184
H 4.74583 -6.09297 -0.20170 -0.07 -0.18 -0.09 0.161
H 5.56617 -7.36968 0.74548 -0.12 -0.12 -0.14 0.163
H 5.97387 -5.25423 1.55409 -0.12 0.01 0.11 0.462
C 1.28342 -0.53022 -4.98400 -0.18 -0.07 -0.47 -0.256
O 0.23205 -1.46490 -4.75562 0.09 -0.19 0.07 -0.737
H 1.77282 -0.31606 -4.03416 -0.08 -0.06 0.00 0.174
H 2.01299 -0.95538 -5.67922 0.16 0.10 0.08 0.154
H 0.87168 0.39219 -5.39354 0.21 0.08 0.09 0.201
H -0.18735 -1.64037 -5.60412 -0.02 0.04 0.16 0.466
C -0.78125 3.32422 -3.94469 0.29 -0.16 0.26 -0.243
O 0.10407 2.24877 -4.23804 0.03 0.03 -0.09 -0.748
H -1.29529 3.61512 -4.85964 0.08 -0.06 0.01 0.176
H -1.51747 3.00388 -3.20288 -0.10 0.20 0.00 0.161
H -0.21674 4.17632 -3.56240 -0.24 0.13 0.00 0.175
H 0.54530 2.01036 -3.41327 -0.12 -0.08 -0.08 0.480
C -3.29499 6.48679 -3.17668 0.30 0.16 0.23 -0.239
O -1.89821 6.30685 -2.95598 0.11 0.00 0.00 -0.734
H -3.63022 5.75026 -3.90219 0.10 0.03 0.06 0.187
H -3.83983 6.34475 -2.24126 -0.19 -0.01 -0.13 0.164
H -3.48281 7.48969 -3.56790 -0.23 -0.07 -0.05 0.162
H -1.62343 6.96775 -2.31177 0.05 -0.12 -0.09 0.460
C 2.77044 -3.21475 7.78722 -0.14 0.29 -0.11 -0.246
O 2.54506 -2.82811 6.43788 0.02 0.01 -0.08 -0.722
H 3.20078 -4.21472 7.79529 -0.03 0.06 -0.10 0.183
H 3.46643 -2.51896 8.26304 0.01 -0.12 0.18 0.161
H 1.82434 -3.22493 8.33478 0.09 -0.08 0.17 0.163
H 2.16501 -1.94267 6.45451 0.03 -0.12 -0.09 0.464
C -7.19049 6.81068 -2.89983 -0.04 -0.27 -0.19 -0.247
O -6.14471 6.20508 -3.65006 -0.08 0.00 -0.04 -0.727
H -6.79220 7.68865 -2.39390 0.06 -0.07 -0.07 0.183
H -7.99981 7.11592 -3.56787 -0.10 0.10 0.16 0.164
H -7.57040 6.10679 -2.15497 -0.12 0.15 0.09 0.164
H -6.51818 5.43258 -4.08809 0.12 0.09 0.02 0.465
```
Forces are in eV/Å.

---

4.
Density functional theory data (ωB97M-V with the def2-TZVPD basis set) for a structure of composition C17H36F3N10O3ReS at a distorted geometry.

Summary:
Total charge   +3
Highest occupied orbital energy (alpha / beta)   -16.85 / -16.85 eV
Multiplicity   2
Total energy   -60347.714 eV
Energy relative to the best compared isomer or geometry (same formula, charge and spin)   45.5 kcal/mol
Gap between HOMO and LUMO (alpha / beta)   0.174 / 0.197 hartree
F_max   3.1 eV/A
⟨S²⟩   0.777

```
71
Properties=species:S:1:pos:R:3:forces:R:3:lowdin_spin:R:1
Re 0.21954 -0.58688 -0.50816 -0.76 -1.51 2.63 0.974
N -1.93761 -1.13466 -0.22775 0.13 0.69 -0.41 -0.006
C -2.50067 -2.45589 0.15499 -0.06 -0.30 0.18 0.000
C -1.67291 -3.00243 1.27578 -0.10 -0.28 0.19 -0.003
N -0.28986 -3.14044 0.83147 0.14 1.13 -0.40 -0.071
C 0.69219 -3.19174 1.91527 -0.03 -0.33 0.21 -0.004
C 1.99643 -2.62616 1.43765 -0.10 -0.30 0.01 0.000
N 1.72949 -1.24870 0.96474 0.36 0.57 -0.48 0.004
C -0.08963 -4.17301 -0.20117 -0.06 -0.07 0.04 -0.004
C -0.04907 -3.59589 -1.60359 -0.15 -0.15 0.06 -0.001
N 0.74883 -2.35677 -1.59879 0.20 0.62 -0.41 0.019
H -2.38492 -0.87791 -1.10454 -0.13 0.12 0.10 0.001
H -2.29902 -0.46462 0.44721 -0.03 0.05 -0.11 0.000
H -3.53805 -2.35174 0.47469 -0.01 0.14 -0.06 0.000
H -2.50231 -3.11945 -0.70446 -0.01 0.04 -0.03 0.000
H -1.70346 -2.32108 2.12848 0.03 -0.03 0.02 0.000
H -2.09133 -3.96026 1.60355 0.08 -0.02 0.05 -0.003
H 0.31994 -2.60317 2.75560 -0.03 -0.01 -0.01 0.000
H 0.84667 -4.21275 2.27869 -0.12 -0.02 -0.01 -0.003
H 2.72444 -2.62673 2.24919 0.07 0.13 -0.05 0.000
H 2.42538 -3.21691 0.62750 0.01 0.05 -0.03 0.000
H 1.58990 -0.66371 1.78800 0.00 -0.05 -0.06 0.005
H 2.57837 -0.87970 0.53143 0.09 0.03 0.17 0.002
H 0.84606 -4.69767 -0.00648 0.00 0.02 0.07 0.000
H -0.88618 -4.91933 -0.14637 0.04 -0.03 0.07 -0.002
H 0.40173 -4.32788 -2.27518 0.04 0.06 -0.05 0.000
H -1.03816 -3.37694 -1.99718 0.03 0.10 -0.03 0.000
H 1.71168 -2.58586 -1.34905 0.05 -0.05 -0.17 0.003
H 0.83402 -1.97934 -2.55247 0.13 -0.10 -0.06 0.007
C 0.47953 1.04137 2.55027 -0.20 0.28 0.11 0.001
N 0.17284 1.97841 3.58260 0.25 0.03 0.57 -0.001
C -1.26867 1.97598 3.86003 0.16 -0.05 -0.42 0.000
N -1.99710 2.34807 2.63977 -0.51 0.13 0.27 0.000
C -1.71795 1.40609 1.60237 0.07 0.21 0.15 0.000
N -0.24966 1.35152 1.26495 0.31 -1.28 -1.00 -0.003
C 0.15162 2.76657 0.89558 0.03 0.11 0.18 0.001
N -0.14400 3.68583 1.94934 0.10 0.64 0.07 0.001
C 0.58409 3.33109 3.17149 -0.23 -0.34 -0.30 0.000
C -1.58310 3.69918 2.22965 0.27 -0.41 -0.10 0.000
H 0.18398 0.03855 2.88671 -0.06 0.02 -0.05 0.000
H 1.55560 1.08372 2.34814 -0.02 0.05 -0.01 0.000
H -1.48987 2.68755 4.65144 0.00 0.01 0.01 0.000
H -1.57908 0.98012 4.18343 -0.01 0.01 0.03 0.000
H -2.27075 1.68386 0.69870 0.06 -0.03 -0.04 0.000
H -2.03021 0.41384 1.95093 0.07 0.04 0.10 0.000
H -0.41046 3.06329 0.01227 -0.10 -0.02 0.12 0.000
H 1.22333 2.78201 0.67963 -0.01 -0.11 -0.03 0.000
H 0.34322 4.03589 3.96327 0.02 0.03 0.00 0.000
H 1.65864 3.35734 2.98669 0.00 -0.02 0.01 0.000
H -2.13291 4.00623 1.33881 -0.02 -0.02 0.00 0.000
H -1.79338 4.39913 3.03436 -0.02 0.03 -0.01 0.000
C -0.35372 3.57267 -3.99130 -0.03 0.10 -0.05 0.001
N -0.72733 2.31453 -3.31988 0.03 -0.05 -0.14 0.013
C -1.54831 1.33028 -3.83103 -0.04 0.15 -0.04 0.004
C -1.56634 0.32931 -2.93030 0.13 -0.24 0.12 0.012
N -0.75061 0.68143 -1.84664 0.38 0.25 -0.29 0.032
C -0.26716 1.90620 -2.15428 -0.15 -0.12 -0.11 0.013
H -0.41705 3.42655 -5.06566 0.00 -0.07 0.01 0.000
H 0.67081 3.82104 -3.72818 0.01 -0.03 0.04 0.000
H -1.02690 4.37439 -3.69773 -0.04 -0.05 0.05 0.001
H -2.03558 1.41784 -4.78851 -0.01 0.06 0.04 0.000
H -2.08252 -0.61356 -3.01054 0.07 -0.01 -0.03 0.000
H 0.43724 2.46788 -1.57070 0.07 -0.05 -0.10 0.000
F 4.63692 -0.34253 -3.63009 -0.07 0.10 -0.12 0.000
C 3.98699 -0.45739 -2.51733 -0.03 -0.20 0.69 0.000
F 4.69363 -0.04668 -1.47751 0.11 0.18 -0.14 0.000
F 3.65777 -1.75133 -2.29022 0.05 0.03 -0.10 0.000
S 2.36300 0.44364 -2.54134 0.06 -0.36 -0.53 0.001
O 1.46750 -0.42477 -3.26404 0.08 0.12 -0.27 0.008
O 2.50412 1.77943 -2.99295 0.23 0.09 0.43 0.001
O 1.99031 0.35305 -1.02126 -0.78 0.26 -0.56 -0.003
```
Forces are in eV/Å.